No. 1
{"formula": "C4H7IrN3OSSe3Te", "method": "ωB97M-V with the def2-TZVPD basis set", "species": ["Ir", "Se", "Se", "Te", "Se", "O", "C", "C", "C", "N", "N", "C", "N", "S", "H", "H", "H", "H", "H", "H", "H"], "coordinates": [[-0.097, -0.125, -0.048], [-0.881, -1.841, 1.550], [-1.336, -3.736, 0.296], [1.405, -3.757, -0.755], [1.030, -1.546, -1.663], [0.470, 1.267, -1.035], [-4.449, 2.705, 3.471], [-3.220, 1.984, 4.028], [-2.075, 1.982, 3.067], [-1.897, 1.083, 2.183], [-0.806, 1.293, 1.388], [-0.145, 2.392, 1.681], [0.965, 2.787, 1.038], [-0.854, 3.255, 3.014], [-5.274, 2.664, 4.182], [-4.768, 2.234, 2.542], [-4.231, 3.754, 3.264], [-3.457, 0.942, 4.242], [-2.908, 2.446, 4.967], [1.085, 2.291, 0.129], [1.208, 3.759, 1.089]], "charge": -1, "e_lumo_ev": [2.140, 1.721], "spin_multiplicity": 5, "s2": 6.0314, "energy_ha": -8370.988840}

---

No. 2
{"formula": "C16H52N4O8", "method": "ωB97M-V with the def2-TZVPD basis set", "species": ["C", "O", "C", "C", "C", "N", "H", "H", "H", "H", "H", "H", "H", "H", "H", "H", "H", "C", "O", "C", "C", "C", "N", "H", "H", "H", "H", "H", "H", "H", "H", "H", "H", "H", "C", "O", "C", "C", "C", "N", "H", "H", "H", "H", "H", "H", "H", "H", "H", "H", "H", "C", "O", "C", "C", "C", "N", "H", "H", "H", "H", "H", "H", "H", "H", "H", "H", "H", "O", "H", "H", "O", "H", "H", "O", "H", "H", "O", "H", "H"], "coordinates": [[-4.306, -3.841, 2.995], [-3.821, -2.873, 2.117], [-3.411, -1.622, 2.674], [-2.084, -1.230, 2.066], [-1.685, 0.127, 2.663], [-2.281, -1.054, 0.600], [-3.786, -3.840, 3.963], [-4.137, -4.834, 2.575], [-5.381, -3.728, 3.182], [-4.184, -0.877, 2.486], [-3.224, -1.798, 3.741], [-1.345, -2.009, 2.266], [-1.642, 0.108, 3.759], [-2.427, 0.900, 2.468], [-0.694, 0.385, 2.284], [-1.348, -1.056, 0.196], [-2.724, -1.923, 0.308], [0.540, -4.043, 3.246], [1.817, -3.502, 3.041], [1.863, -2.790, 1.787], [3.235, -2.150, 1.712], [3.416, -1.201, 2.902], [3.359, -1.454, 0.435], [0.120, -4.583, 2.389], [-0.173, -3.246, 3.502], [0.546, -4.739, 4.085], [1.799, -3.602, 1.056], [1.046, -2.071, 1.687], [3.994, -2.932, 1.737], [2.786, -0.318, 2.760], [4.421, -0.757, 2.838], [3.324, -1.678, 3.873], [4.167, -0.845, 0.403], [2.560, -0.842, 0.288], [-0.916, -0.733, -6.119], [-0.442, -0.143, -4.944], [-0.528, -0.976, -3.816], [0.479, -0.492, -2.771], [1.891, -0.346, -3.311], [0.432, -1.364, -1.568], [-1.050, 0.062, -6.857], [-1.865, -1.261, -5.988], [-0.197, -1.416, -6.594], [-1.506, -0.960, -3.326], [-0.265, -2.008, -4.082], [0.222, 0.538, -2.494], [1.932, 0.307, -4.187], [2.331, -1.297, -3.638], [2.549, 0.092, -2.556], [1.234, -1.977, -1.737], [0.839, -0.771, -0.843], [0.362, 4.355, -3.098], [-0.624, 3.389, -2.886], [-1.061, 3.326, -1.535], [-2.196, 2.310, -1.442], [-3.499, 2.803, -2.012], [-2.356, 2.019, 0.007], [0.539, 4.514, -4.161], [1.306, 4.085, -2.606], [0.028, 5.331, -2.712], [-0.200, 2.921, -0.987], [-1.343, 4.305, -1.135], [-1.785, 1.427, -1.946], [-3.356, 3.173, -3.031], [-3.915, 3.631, -1.433], [-4.282, 2.041, -2.019], [-2.875, 1.149, 0.090], [-1.417, 1.784, 0.319], [1.380, 1.200, 0.480], [1.363, 1.531, 1.392], [2.255, 1.454, 0.125], [3.814, 2.140, -0.534], [4.551, 1.539, -0.688], [4.207, 3.011, -0.418], [1.681, 2.274, 3.223], [2.156, 1.671, 3.808], [0.781, 2.300, 3.574], [2.808, 4.598, 1.915], [2.440, 3.850, 2.417], [3.759, 4.532, 2.041]], "e_lumo_ev": -0.052, "spin_multiplicity": 1, "smiles": "COC[C@H](C)N.COC[C@H](C)N.COC[C@H](C)N.COC[C@H](C)N.O.O.O.O", "energy_ha": -1461.667642, "relative_energy_kj_mol": 62.0}